1.
Entry from the OMol25 dataset: a gas-phase ion, C8H14ClN6 (charge +1) in a non-equilibrium geometry (the ωB97M-V functional and the def2-TZVPD basis).

## Properties
SMILES string   [H]/N=C1/C(C(C)(C)C#N)=N[N@@H+](Cl)N[C@H]1NC
E_tot   -29972.887 eV
ΔE to the lowest compared entry with this formula, charge and spin   23.7 kcal/mol
Frontier orbital gap   6.868 eV

Geometry as ORCA input:
```
! RIJCOSX wB97M-V def2-TZVPD def2/J DEFGRID3
* xyz 1 1
C -1.12844 1.72003 -2.18553
C -0.01108 0.80847 0.42719
C 0.07545 0.22597 -0.93273
C -0.62529 -0.14044 1.42258
C 0.07201 0.15790 -3.46006
C 1.38285 2.06365 -2.25001
C -0.55255 -0.77495 3.87983
C 0.19250 1.08297 -2.15678
N -2.14534 2.20993 -2.22179
N -0.07475 -1.09047 -1.14973
N 0.37409 1.94858 0.63608
N -1.02661 -1.51722 0.82644
N 0.08654 -0.49066 2.62427
N -0.34724 -1.96821 -0.15544
Cl 1.67813 -2.46740 0.35248
H -1.55541 0.23550 1.63398
H 0.94457 -0.44897 -3.56444
H 0.27442 0.79854 -4.30823
H -0.83542 -0.46731 -3.41406
H 1.28161 2.77013 -1.40981
H 2.39260 1.50899 -2.35266
H 1.33450 2.62099 -3.28728
H -0.34449 -1.83564 4.20872
H -0.18868 -0.01709 4.58540
H -1.75081 -0.64687 3.75767
H 0.18445 2.55673 1.47061
H -1.11050 -2.18673 1.65955
H 0.82308 -1.16038 2.41340
H -0.54150 -2.87899 -0.51036
*
```



2.
Entry from the OMol25 dataset: a molecular structure, C4H4LiMgO5 in a non-equilibrium geometry (the ωB97M-V functional and the def2-TZVPD basis).

## Properties
Expectation value of S²   0.75
E_tot   -20100.778 eV
ΔE to the lowest compared entry with this formula, charge and spin   27.8 kcal/mol
Frontier orbital gap (spin up / spin down)   7.069 / 7.030 eV

Geometry as ORCA input:
```
! RIJCOSX wB97M-V def2-TZVPD def2/J DEFGRID3
* xyz 0 2
O 0.73983 2.46081 0.66350
O -0.28609 0.52920 0.67167
C -0.29997 -0.83258 0.16393
C -0.61707 -1.72512 1.35986
O 0.22132 -1.48254 2.41897
C 0.24706 1.56045 0.00729
H -1.05522 -0.88705 -0.63239
H 0.69273 -1.07588 -0.23927
H -0.55779 -2.76704 0.96973
H -1.68913 -1.56355 1.61875
O -0.58948 1.66820 -2.22958
O 1.52435 1.10506 -1.97570
C 0.40504 1.43163 -1.48269
Li 0.60247 0.25696 2.57497
Mg 0.66195 1.32144 -3.88905
*
```



3.
Entry from the OMol25 dataset: a molecular structure, C3H5KMgO3 (the ωB97M-V functional and the def2-TZVPD basis).

## Properties
Expectation value of S²   0.78
E_tot   -31095.514 eV
ΔE to the lowest compared entry with this formula, charge and spin   16.1 kcal/mol
Frontier orbital gap (spin up / spin down)   6.829 / 3.272 eV

Geometry as ORCA input:
```
! RIJCOSX wB97M-V def2-TZVPD def2/J DEFGRID3
* xyz 1 2
O -0.09231 -0.24566 -1.76556
C -0.26016 -0.88479 -0.64757
C 0.20796 1.14675 -1.52384
O -0.53413 -2.06550 -0.57424
O -0.20590 -0.08399 0.40718
C -0.02325 1.29480 -0.01676
Mg -1.06977 -3.83984 0.17031
H -0.47312 1.75113 -2.12817
H 1.24620 1.32121 -1.82191
H -0.93604 1.84141 0.23891
H 0.83474 1.70109 0.52521
K -0.32777 -0.50806 3.32411
H 1.63355 -1.42856 3.81232
*
```



4.
Entry from the OMol25 dataset: a single C4H6N2O molecule in a non-equilibrium geometry (the ωB97M-V functional and the def2-TZVPD basis).

## Properties
SMILES string   NC1=CCN=C1O
E_tot   -9271.544 eV
ΔE to the lowest compared entry with this formula, charge and spin   45.1 kcal/mol
Frontier orbital gap   9.813 eV

Geometry as ORCA input:
```
! RIJCOSX wB97M-V def2-TZVPD def2/J DEFGRID3
* xyz 0 1
N 1.62194 -1.00398 -0.29829
C 0.48933 -0.25398 0.07428
C -0.27375 0.46632 -0.93788
O -0.04919 0.34010 -2.26063
N -1.22683 1.18997 -0.47196
C -1.37382 0.71060 0.90809
C -0.16960 -0.07874 1.24235
H 1.93368 -1.62224 0.44068
H 2.39846 -0.40805 -0.57082
H 0.53917 -0.42071 -2.37819
H -2.17917 0.15396 0.36397
H -1.83920 1.35301 1.66022
H 0.12896 -0.42627 2.22818
*
```